[1]
C20H51HgN2O9 as an isolated structure. Source: the Open Molecules 2025 dataset; level of theory: ωB97M-V/def2-TZVPD.

Results
Net charge: +1
2S+1: 1
Kohn-Sham gap in eV: 5.18
Lowest unoccupied orbital energy in eV: -5.133

Last column: Mulliken charge in e.
CARTESIAN COORDINATES (ANGSTROEM)
C  -1.405  1.681  -0.333  -0.310
C  2.795  0.865  -0.577  -1.405
H  -0.899  -3.261  5.877  0.285
H  -5.742  -1.521  -3.231  0.391
H  3.447  0.142  -1.077  0.262
C  -0.845  -4.683  4.271  -1.039
O  -3.421  0.388  -0.229  -0.642
C  -1.914  -2.427  4.137  -1.188
Hg  -5.131  0.832  -2.063  1.232
C  2.758  2.312  -1.178  1.707
C  0.419  -4.134  3.636  1.609
H  -0.731  0.936  -0.800  -0.080
C  1.711  2.572  -4.827  -2.667
N  0.090  -2.885  2.881  0.038
O  -0.995  -0.866  -2.574  -0.598
H  -0.649  -1.669  -2.875  0.291
C  2.531  1.962  -3.707  2.318
H  -0.238  3.282  -3.853  0.188
C  -0.654  -1.764  3.479  2.055
H  1.774  -5.016  5.036  0.452
H  1.589  3.643  -4.689  0.565
C  -2.771  1.256  -0.806  0.668
H  5.104  1.176  -2.609  0.357
H  1.962  -4.937  2.220  0.346
C  1.533  -3.998  4.677  -1.672
H  -5.446  -1.574  0.215  0.337
H  0.218  -5.053  1.739  0.468
H  -0.717  -0.179  -3.207  0.244
C  4.906  2.217  -2.735  -0.668
H  -1.780  -1.398  1.668  0.335
H  -6.520  6.126  -0.793  0.323
H  2.849  3.462  0.743  0.416
H  -0.992  2.690  -0.439  0.503
H  3.377  0.054  -3.335  0.345
O  -1.130  3.627  -3.760  -0.643
H  3.225  0.898  0.466  0.465
H  4.850  2.653  -0.536  0.405
H  1.214  -1.021  4.424  0.304
H  -6.088  5.889  -2.170  0.320
C  2.216  3.336  -0.132  -1.658
H  1.788  0.398  -0.594  0.008
O  -6.336  -1.754  -0.110  -0.657
H  5.755  2.891  -2.870  0.400
H  1.242  -2.422  1.480  0.303
H  -0.246  -0.595  1.589  0.241
H  -1.296  1.431  0.741  0.390
H  4.216  3.864  -1.593  0.407
H  0.758  2.026  -5.003  0.478
C  2.524  0.480  -3.856  -1.548
H  4.329  2.035  -4.852  0.363
H  -0.139  0.037  4.772  0.377
H  -0.066  -1.412  5.549  0.353
C  4.238  2.763  -1.456  -1.394
H  -1.496  0.039  2.726  0.434
C  0.941  -5.118  2.561  -2.031
O  -6.436  5.383  -1.419  -0.638
C  -1.553  -3.600  5.074  -0.699
H  0.845  -6.134  2.917  0.443
H  -0.052  2.206  -2.374  -0.018
O  -6.252  -0.902  -2.657  -0.644
H  1.638  -0.004  -3.429  0.046
H  2.439  -3.485  4.404  0.320
H  2.304  2.366  -5.753  0.469
H  -6.691  -1.430  -2.003  0.388
H  2.043  4.336  -0.521  0.429
O  -3.349  1.715  -1.974  -0.919
O  0.724  1.676  -2.175  0.517
C  -1.053  -0.854  2.277  -1.971
O  1.375  -2.370  2.416  -0.467
H  -6.888  -1.406  0.610  0.341
H  1.248  2.928  0.258  0.143
C  0.115  -1.018  4.569  -1.655
H  -2.446  -3.931  5.562  0.419
H  -1.306  4.017  -4.633  0.310
H  3.926  3.570  -4.078  0.426
H  -0.514  -5.538  4.925  0.419
C  3.969  2.489  -3.906  -1.348
H  -1.533  -5.056  3.531  0.363
N  1.943  2.448  -2.411  -0.044
H  -2.461  -1.696  4.781  0.372
H  -2.594  -2.818  3.389  0.343
H  1.207  -3.401  5.528  0.396
H  2.636  0.235  -4.927  0.471

---

[2]
A 6-piece molecular cluster, C20H51O7 overall. Source: the Open Molecules 2025 dataset; level of theory: ωB97M-V/def2-TZVPD.

Results
Net charge: -1
2S+1: 1
Kohn-Sham gap in eV: 3.19
Lowest unoccupied orbital energy in eV: 2.605

Last column: Mulliken charge in e.
CARTESIAN COORDINATES (ANGSTROEM)
H  4.553  0.507  1.776  -0.156
C  0.848  -0.279  2.676  -0.409
C  5.819  2.825  5.375  -1.448
H  -3.799  2.685  -2.237  0.441
C  -2.085  1.319  -6.736  0.504
H  4.935  -1.150  1.253  0.277
H  -0.769  -6.279  5.474  0.376
H  -6.167  -3.565  -1.374  0.346
H  -2.114  -5.124  5.416  0.315
H  5.701  1.853  5.855  0.351
C  0.149  0.482  0.506  -1.009
H  -2.989  -1.524  -1.224  0.278
H  -0.704  -3.077  3.817  0.329
C  5.239  2.797  3.969  0.656
H  -1.232  -0.126  -5.735  0.314
H  -1.472  3.004  -1.341  0.344
C  -3.505  0.802  -6.556  -1.222
H  0.366  0.570  3.191  0.302
C  -3.765  -2.230  -0.928  -1.184
H  -6.196  -2.870  0.256  0.374
C  -2.982  1.995  -2.468  -0.397
C  -1.119  -5.344  5.029  -1.282
H  -3.024  1.157  -1.773  0.097
H  1.212  -4.597  3.709  0.317
H  6.801  1.972  3.130  0.305
C  -1.627  2.670  -2.368  0.357
H  -3.139  1.594  -3.474  -0.331
H  0.736  0.137  -0.342  0.019
C  5.388  4.142  3.274  -1.381
H  4.183  2.528  4.016  0.247
H  6.890  3.049  5.342  0.352
H  5.150  0.420  -0.638  0.420
C  -1.514  0.928  -8.091  -1.423
H  -3.635  -2.451  0.131  0.356
H  -3.899  1.090  -5.582  0.219
H  -2.272  4.611  -3.116  0.401
H  -7.233  -2.207  -1.020  0.333
H  -0.699  1.405  -3.527  0.263
H  6.446  4.406  3.177  0.329
H  2.801  -0.246  3.531  0.316
O  -1.246  0.838  -5.690  -0.445
H  -0.498  1.308  -8.202  0.338
H  -0.525  4.320  -3.229  0.330
C  4.230  -0.321  1.164  0.299
H  -1.212  -5.490  3.950  0.327
H  3.396  0.792  -0.467  0.258
H  -1.619  3.523  -4.358  -0.022
C  2.355  0.007  2.561  -0.306
H  -1.470  -0.161  -8.185  0.365
H  4.965  4.101  2.271  0.346
O  -5.274  -1.350  -2.604  -0.521
H  2.497  1.069  2.373  0.250
C  1.233  -4.480  4.795  -1.235
H  5.329  3.581  5.991  0.373
H  -3.609  -3.154  -1.497  0.317
H  3.906  -0.818  -0.859  0.294
H  1.902  -3.648  5.017  0.293
C  4.182  0.066  -0.296  -1.242
C  -6.250  -2.632  -0.807  -1.423
O  0.204  -0.617  1.512  -0.031
C  -1.508  3.856  -3.321  -1.081
C  -0.165  -4.195  5.326  0.381
H  -2.125  1.319  -8.907  0.371
H  4.886  4.934  3.832  0.381
H  0.756  -1.137  3.348  0.054
O  5.860  1.772  3.197  -0.535
C  -5.147  -1.665  -1.213  0.481
H  1.648  -5.391  5.234  0.425
H  -5.165  -2.171  -3.097  0.326
H  0.651  1.369  0.911  -0.064
O  -0.607  1.725  -2.621  -0.276
H  -5.268  -0.724  -0.676  0.313
O  -0.660  -2.983  4.777  -0.515
H  -3.520  -0.291  -6.604  0.313
O  2.957  -0.788  1.567  -0.288
H  -2.080  2.406  -6.640  0.204
H  -0.118  -4.034  6.405  0.259
H  -4.169  1.190  -7.330  0.389

---

[3]
A 5-piece molecular cluster, C20H52BFO12P overall. Source: the Open Molecules 2025 dataset; level of theory: ωB97M-V/def2-TZVPD.

Results
Net charge: -1
2S+1: 1
Kohn-Sham gap in eV: 5.86
Lowest unoccupied orbital energy in eV: 2.473

Last column: Mulliken charge in e.
CARTESIAN COORDINATES (ANGSTROEM)
H  1.624  -1.458  5.228  0.323
H  -5.067  2.900  -1.036  0.270
P  -0.898  -0.187  1.939  1.857
O  5.440  -2.651  4.525  -0.412
H  -0.373  4.122  0.591  0.421
C  -4.115  3.066  -1.555  -0.956
C  0.588  1.842  0.268  0.053
H  0.643  -0.275  0.025  0.515
O  -3.324  2.361  -4.640  -0.410
C  2.199  -2.137  4.591  -0.926
H  -2.550  1.454  2.777  0.196
H  -1.888  3.157  -3.359  0.145
C  -3.602  -4.443  -2.093  -0.741
C  -3.512  -5.472  -4.225  -0.660
H  -5.841  -2.607  -4.949  0.241
H  -3.553  -4.476  -4.674  0.253
C  5.330  2.401  -0.875  -0.602
H  -5.548  -3.655  -1.629  0.351
H  -6.049  -4.077  -3.974  0.362
H  2.860  -2.752  5.210  0.428
H  5.447  -1.534  2.779  0.294
H  3.915  -0.553  5.236  0.371
H  -4.192  -2.571  -1.280  0.150
H  -1.551  -1.206  1.148  -0.420
C  -4.016  1.014  -2.738  -0.260
H  1.499  -2.780  4.063  0.264
H  -2.205  0.794  -3.864  0.346
H  -2.470  -5.808  -4.193  0.322
H  -4.724  -0.617  0.036  0.213
H  -1.326  2.777  -5.009  0.332
H  5.488  3.454  -1.129  0.378
C  4.030  -0.701  4.157  -0.524
H  1.603  1.737  -0.108  0.165
O  7.134  2.472  0.751  -0.392
O  4.291  2.264  0.072  -0.187
H  5.943  -3.924  2.968  0.320
H  0.078  2.469  -0.467  0.189
H  0.214  -1.128  2.147  -0.441
C  5.136  -3.751  3.690  -0.675
H  4.936  3.901  1.189  0.495
H  -3.483  3.696  -0.930  0.213
C  -3.248  1.075  -4.036  -0.578
C  -2.396  1.031  1.783  -0.828
H  6.168  -0.777  4.211  0.305
C  6.617  1.783  -0.376  -0.533
O  -4.084  -5.487  -2.934  -0.381
H  7.371  1.836  -1.168  0.388
H  -5.065  1.283  -2.902  0.365
H  -0.217  0.724  2.823  -0.344
H  -0.864  0.450  -0.430  0.053
H  -2.399  4.165  -4.729  0.244
C  4.019  3.448  0.803  -0.861
C  -5.919  -2.992  -3.932  -0.865
H  3.373  3.178  1.636  0.184
C  5.338  -1.401  3.860  -0.358
H  -3.984  -0.015  -2.366  -0.011
F  -1.691  -0.858  3.339  -0.516
H  5.020  1.876  -1.785  0.366
C  -0.106  3.676  1.563  0.140
C  6.842  1.830  1.979  -0.639
C  -0.086  0.473  0.333  -1.165
H  -6.795  -2.542  -3.452  0.332
H  7.447  0.923  2.095  0.324
O  -3.978  -0.709  0.626  -0.442
H  -4.304  3.579  -2.502  0.428
H  4.197  -3.599  3.153  0.269
H  6.452  0.729  -0.135  0.276
H  -3.681  0.356  -4.738  0.291
O  0.683  2.610  1.495  -0.312
H  7.093  2.524  2.780  0.317
H  3.491  4.171  0.172  0.317
O  -4.957  1.153  1.655  -0.568
H  -2.635  -4.079  -2.450  0.342
H  5.783  1.570  2.056  0.191
O  -4.735  -2.635  -3.249  -0.227
B  -3.774  0.442  1.345  0.452
H  5.040  -4.629  4.326  0.245
H  -2.175  1.878  1.124  0.106
O  -0.436  4.211  2.597  -0.566
H  -3.456  -4.865  -1.096  0.379
C  -2.170  3.147  -4.415  -0.562
O  2.929  -1.401  3.624  -0.278
C  -4.582  -3.299  -1.998  -0.024
H  4.049  0.287  3.682  0.278
O  -3.434  1.843  -1.747  0.099
H  -4.765  2.083  1.559  0.267
H  -4.083  -6.162  -4.846  0.237

---

[4]
C20H52BrO17P5 as an isolated structure. Source: the Open Molecules 2025 dataset; level of theory: ωB97M-V/def2-TZVPD.

Results
2S+1: 1
Kohn-Sham gap in eV: 9.82
Lowest unoccupied orbital energy in eV: 0.237

Last column: Mulliken charge in e.
CARTESIAN COORDINATES (ANGSTROEM)
H  1.477  0.278  -3.863  0.417
H  -1.451  -7.079  -6.334  0.245
O  3.649  0.598  5.067  -0.672
H  1.766  2.236  1.613  0.135
O  5.671  1.934  4.912  -0.378
O  -5.211  5.016  -1.110  -0.142
C  3.028  -0.129  -2.443  -1.150
C  3.186  1.686  7.804  -0.281
H  7.448  -0.952  7.322  0.332
C  5.654  -1.880  6.618  -1.134
P  0.577  1.798  -0.875  0.840
H  1.301  0.732  2.399  0.358
H  -3.609  -6.370  -5.256  0.349
O  -1.170  -2.974  -5.146  -0.382
O  0.775  0.635  -1.984  -0.138
C  -1.979  -6.184  -6.673  -0.231
H  -2.921  -1.946  -4.687  0.339
C  -0.627  -7.385  -3.493  -0.937
H  -1.734  -1.085  -5.649  0.419
H  -1.857  -6.140  -7.756  0.335
H  4.935  1.123  3.141  0.315
H  -5.216  1.875  -3.147  0.301
H  2.769  -1.189  -2.432  0.268
O  -5.019  2.483  -1.182  -0.111
C  3.527  0.799  8.987  -0.957
H  5.969  -1.978  5.578  0.354
H  6.053  -0.620  8.329  0.243
H  0.281  -5.912  -2.225  0.350
H  -4.870  7.379  -1.138  0.328
O  -1.043  1.651  -1.074  -0.113
O  -7.285  3.620  -1.614  -0.609
C  5.360  2.050  3.523  -0.321
C  -1.950  2.718  -0.766  0.315
O  -1.333  -5.017  -6.142  -0.373
H  -1.197  -1.862  -2.741  0.293
O  4.335  1.981  7.017  -0.322
H  4.570  -1.720  6.622  0.334
O  -0.432  -4.988  -3.879  -0.309
H  -5.636  2.918  1.065  0.345
C  -1.419  4.090  -1.108  -1.249
H  -1.122  4.139  -2.157  0.383
H  2.804  2.642  8.163  0.355
H  -4.161  -0.155  -2.804  0.081
H  3.889  0.010  -3.098  0.398
H  -1.105  1.531  2.419  0.254
C  -0.584  -5.995  -2.884  -0.355
H  0.208  -7.532  -4.178  0.251
H  3.554  3.181  3.920  0.246
H  -2.852  2.531  -1.342  -0.091
H  -0.547  3.091  1.805  0.157
O  -6.225  3.596  0.704  -0.542
H  3.791  -0.209  8.653  0.188
H  3.312  0.143  -1.427  0.243
C  0.946  1.527  1.742  -0.110
H  -0.540  4.340  -0.503  0.382
C  -3.453  -6.266  -6.336  -1.145
H  -2.233  2.661  0.290  0.179
H  -0.247  -0.801  -3.753  -0.173
H  4.376  1.202  9.539  0.249
H  5.854  -2.818  7.135  0.381
H  -5.270  -0.549  -1.429  0.415
H  -0.584  -8.148  -2.716  0.410
H  -1.852  -0.291  -3.227  0.088
C  -1.258  -1.144  -3.558  -0.116
O  -2.733  -4.073  -3.647  -0.751
H  -3.910  -7.127  -6.823  0.382
H  4.100  3.230  2.234  0.307
H  -6.517  1.258  -2.079  0.508
H  -2.180  4.849  -0.924  0.282
H  -3.973  -5.362  -6.658  0.349
Br  -4.234  5.909  -4.015  -0.253
C  6.380  -0.735  7.291  -0.232
C  4.431  3.219  3.274  -0.990
P  4.840  0.934  5.876  1.047
P  -6.045  3.641  -0.864  0.675
H  4.940  4.161  3.486  0.330
H  2.403  1.230  7.194  0.245
C  -4.649  0.207  -1.903  -0.621
H  -1.554  -7.533  -4.056  0.184
C  -5.461  1.489  -2.161  -0.407
P  -1.730  -4.419  -4.677  1.095
C  1.849  0.691  -2.925  -0.355
C  -0.251  2.208  2.380  -1.001
O  1.891  2.483  -0.862  -0.850
H  6.303  2.210  2.998  0.327
C  -1.852  -1.767  -4.805  -0.604
O  6.239  0.518  6.604  -0.378
H  2.140  1.722  -3.123  0.375
O  -5.619  7.428  -1.757  -0.417
H  -1.475  -5.813  -2.278  0.296
H  -0.012  2.534  3.394  0.441
O  0.601  0.915  0.503  -0.387
P  -5.815  5.940  -2.381  0.377
H  2.675  0.713  9.663  0.414
H  -3.857  0.460  -1.196  0.077

---

[5]
A 5-piece molecular cluster, C20H52N2O5P overall. Source: the Open Molecules 2025 dataset; level of theory: ωB97M-V/def2-TZVPD.

Results
Net charge: +1
2S+1: 1
Kohn-Sham gap in eV: 8.01
Lowest unoccupied orbital energy in eV: -3.063

Last column: Mulliken charge in e.
CARTESIAN COORDINATES (ANGSTROEM)
H  -3.411  -2.302  2.584  0.291
C  -2.850  3.488  0.723  -0.222
H  4.191  -1.765  3.582  0.292
C  3.041  0.729  1.817  0.333
P  0.542  5.597  -0.205  0.686
H  -4.695  1.035  1.729  0.248
H  2.680  2.826  2.171  0.250
H  -1.599  5.963  1.908  0.335
H  -5.710  -2.110  3.590  0.262
H  2.201  -3.848  -3.475  0.194
O  1.396  -5.415  -2.527  -0.343
C  0.328  -0.742  -1.090  -0.587
C  -5.538  -2.687  2.679  -1.067
H  -5.436  -3.733  2.966  0.392
H  0.149  7.621  -0.914  0.253
C  1.057  -4.942  -4.919  -1.164
H  0.595  -6.998  -1.597  0.318
H  0.813  1.703  -4.232  0.417
H  5.666  -1.047  4.254  0.404
H  2.557  0.385  2.740  0.275
C  3.526  2.163  1.971  -1.134
H  -3.985  6.471  1.384  0.392
H  4.166  -0.125  4.228  0.269
H  1.497  2.219  -1.930  0.246
C  5.147  -0.321  2.295  -0.322
O  4.046  -0.174  1.412  -0.402
H  1.929  -1.520  -2.337  0.253
C  -1.389  3.841  0.533  -0.718
C  -3.394  5.769  0.817  -0.574
H  -3.653  1.173  3.947  0.377
H  1.512  -4.415  -5.758  0.401
O  0.687  0.634  -1.024  -0.057
C  -4.295  -2.225  1.941  -0.291
H  2.929  -5.378  -3.924  0.291
H  0.963  4.550  -1.044  0.034
H  2.614  -7.600  -3.823  0.270
H  0.174  0.136  -3.751  0.272
H  5.811  -1.033  1.806  0.347
H  2.993  -7.545  -2.102  0.294
H  -3.291  3.220  -0.241  0.346
C  0.358  1.153  -3.408  -1.189
H  2.299  -1.488  -0.614  0.114
N  0.933  7.000  -0.736  -0.699
C  1.030  -6.783  -2.573  -0.358
H  -2.868  2.599  1.329  0.015
H  -0.610  1.603  -3.175  0.260
H  0.237  -6.944  -3.312  0.307
H  -6.420  -2.580  2.047  0.297
O  -4.401  -0.917  1.396  -0.419
C  -3.491  0.285  3.336  -1.054
H  -0.458  -0.898  -1.836  0.404
H  2.228  0.703  -2.419  0.421
N  -1.217  5.238  -0.033  -0.210
H  0.866  -5.967  -5.239  0.295
C  4.768  -0.844  3.670  -1.056
C  -4.616  0.123  2.325  -0.241
H  4.031  2.495  1.062  0.326
H  -3.425  -0.571  4.007  0.377
C  1.270  1.181  -2.192  -0.402
H  1.189  -2.708  -1.270  0.460
H  1.867  -8.760  -2.731  0.388
H  4.229  2.272  2.798  0.382
H  1.125  5.334  1.048  0.114
H  -1.648  5.272  -0.961  0.468
H  -5.580  0.002  2.829  0.329
H  -1.819  7.191  0.628  0.378
H  -0.876  3.802  1.484  0.445
H  -3.728  5.815  -0.223  0.346
H  5.702  0.620  2.378  0.291
C  1.505  -1.667  -1.342  -0.887
H  2.283  0.689  1.033  -0.270
H  -2.528  0.375  2.826  0.190
C  2.195  -7.725  -2.823  -1.047
C  -1.938  6.154  0.901  -0.432
O  -3.622  4.489  1.338  -0.332
H  -0.111  -0.973  -0.120  0.295
C  1.973  -4.889  -3.708  -0.146
H  -4.117  -2.875  1.085  0.343
H  0.095  -4.481  -4.692  0.302
H  -0.911  3.124  -0.120  0.335